A structure of composition C29H30NO4Tc at a distorted geometry. Source: the Open Molecules 2025 dataset; level of theory: ωB97M-V/def2-TZVPD.

Computed properties:
frontier orbital gap (spin up / spin down): 0.2352 / 0.1621 hartree

Geometry as ORCA input:
```
! RIJCOSX wB97M-V def2-TZVPD def2/J DEFGRID3
* xyz 1 4
C -1.908 1.976 0.590
C -1.189 2.152 -0.632
C -1.120 0.878 -1.297
H -0.853 3.104 -1.021
C -1.822 -0.076 -0.478
C -2.324 0.612 0.669
H -1.986 -1.123 -0.720
C 2.031 1.713 1.792
C 1.220 2.483 0.873
C 1.415 1.913 -0.449
H 0.757 3.441 1.067
C 2.134 0.675 -0.266
C 2.568 0.612 1.110
H -0.755 0.701 -2.303
H -2.963 0.187 1.439
H -2.174 2.774 1.275
H 3.244 -0.149 1.496
H 1.228 2.375 -1.412
H 2.219 1.973 2.826
Tc -0.025 0.784 0.507
C 2.608 -0.218 -1.384
C 4.001 -0.777 -1.043
C 2.723 0.563 -2.709
H 4.700 0.058 -0.910
H 4.342 -1.404 -1.870
H 3.977 -1.381 -0.130
H 3.394 1.419 -2.561
H 1.748 0.922 -3.064
H 3.158 -0.096 -3.469
C 1.522 -1.318 -1.525
C 1.881 -2.383 -2.534
H 0.569 -0.854 -1.830
H 1.343 -1.820 -0.556
O 3.034 -2.540 -2.923
N 0.886 -3.178 -3.022
C -0.537 -3.052 -2.760
H 1.211 -3.943 -3.597
C -1.207 -2.000 -3.629
C -2.579 -1.787 -3.471
H -3.116 -2.399 -2.739
C -3.237 -0.819 -4.229
H -4.306 -0.658 -4.080
C -2.527 -0.072 -5.178
H -3.044 0.675 -5.782
C -1.158 -0.293 -5.355
H -0.589 0.273 -6.093
C -0.497 -1.262 -4.586
H 0.567 -1.459 -4.749
H -0.685 -2.789 -1.700
H -1.020 -4.027 -2.920
O -1.157 -1.420 4.582
C -1.206 -0.386 5.439
C -1.560 -0.635 6.780
C -1.602 0.421 7.686
C -1.298 1.729 7.272
C -0.956 1.976 5.938
C -0.900 0.936 5.008
C -0.612 1.241 3.571
O -0.597 2.434 3.222
O -0.398 0.226 2.759
H -0.839 -1.020 3.710
H -1.796 -1.658 7.076
H -1.876 0.226 8.725
H -1.331 2.561 7.981
H -0.730 2.980 5.582
*
```

A structure of composition C29H31Cl2CrNOP2 at a distorted geometry. Source: the Open Molecules 2025 dataset; level of theory: ωB97M-V/def2-TZVPD.

Computed properties:
energy above the lowest of the compared OMol25 structures with the same formula, charge and spin: 25.0 kcal/mol
frontier orbital gap (spin up / spin down): 0.2010 / 0.2643 hartree

Geometry as ORCA input:
```
! RIJCOSX wB97M-V def2-TZVPD def2/J DEFGRID3
* xyz 3 4
Cr 0.271 -0.234 0.185
Cl 0.195 -0.407 2.613
C 1.931 -0.692 2.740
Cl 2.493 -0.643 1.061
H 2.130 -1.676 3.172
H 2.391 0.110 3.324
C -2.487 0.791 -0.873
N -1.406 -0.187 -1.024
P -0.090 0.013 -2.164
C 0.140 1.767 -2.543
C 1.353 2.335 -2.142
C 1.660 3.632 -2.514
C 0.768 4.359 -3.290
C -0.431 3.791 -3.699
C -0.744 2.490 -3.345
C -0.710 -0.687 -3.716
C 0.222 -0.949 -4.719
C -0.218 -1.379 -5.958
C -1.575 -1.564 -6.192
C -2.497 -1.313 -5.186
C -2.072 -0.866 -3.949
P -1.876 -1.807 -0.348
C -2.672 -2.790 -1.676
C -2.026 -3.651 -2.561
C -2.779 -4.346 -3.494
C -4.160 -4.230 -3.513
C -4.808 -3.393 -2.616
C -4.067 -2.684 -1.687
C -0.170 -2.540 -0.135
C -0.086 -3.171 1.130
C 0.951 -4.028 1.455
C 1.944 -4.291 0.517
C 1.875 -3.705 -0.742
C 0.828 -2.862 -1.085
H -2.193 1.740 -1.324
H -2.700 0.953 0.186
H -3.411 0.448 -1.350
H 2.066 1.737 -1.583
H 2.605 4.070 -2.230
H 1.027 5.358 -3.608
H -1.116 4.361 -4.309
H -1.651 2.030 -3.713
H 1.278 -0.800 -4.535
H 0.495 -1.561 -6.748
H -1.918 -1.890 -7.162
H -3.553 -1.450 -5.364
H -2.802 -0.650 -3.186
H -0.957 -3.785 -2.541
H -2.282 -4.991 -4.203
H -4.738 -4.817 -4.209
H -5.884 -3.307 -2.628
H -4.567 -2.051 -0.966
H -0.890 -3.022 1.841
H 0.966 -4.505 2.424
H 2.752 -4.968 0.756
H 2.633 -3.932 -1.478
H 0.780 -2.486 -2.103
C -0.263 4.100 0.675
C 0.614 2.916 0.834
C 1.952 3.170 1.426
O 0.244 1.785 0.484
H 0.267 4.884 0.137
H -0.493 4.528 1.655
H -1.192 3.863 0.160
H 1.852 3.747 2.348
H 2.533 3.801 0.747
H 2.513 2.255 1.608
*
```

A cluster of 2 separate species, C29H31ClN4O5 in total at a distorted geometry. Source: the Open Molecules 2025 dataset; level of theory: ωB97M-V/def2-TZVPD.

Computed properties:
frontier orbital gap: 0.2574 hartree
SMILES: Cc1c(O)ccc2c1C(=O)c1c(CCCCl)cc(CN)c(CCC(=O)Nc3ccccc3)c1C2=O.NC(N)=O

Geometry as ORCA input:
```
! RIJCOSX wB97M-V def2-TZVPD def2/J DEFGRID3
* xyz 0 1
C -4.786 2.351 -3.935
C -3.702 2.868 -2.817
C -4.026 3.886 -1.559
O -5.445 4.360 -1.448
C -2.835 4.338 -0.495
C -1.288 3.752 -0.625
C -0.940 2.718 -1.850
C -2.151 2.299 -2.925
C -1.677 1.221 -4.112
O -2.046 1.372 -5.387
C -0.675 0.001 -3.560
C -0.931 -1.561 -4.079
C -2.154 -1.982 -5.131
C -3.097 -3.215 -4.517
C -4.424 -2.578 -3.758
Cl -4.274 -2.899 -1.915
C 0.128 -2.685 -3.437
C 1.328 -2.288 -2.358
C 2.273 -3.531 -1.780
N 1.381 -4.490 -0.969
C 1.580 -0.716 -1.845
C 2.764 -0.259 -0.804
C 2.263 -0.007 0.741
C 3.116 -0.958 1.773
O 3.695 -2.127 1.484
N 3.312 -0.440 3.201
C 2.208 -1.035 4.088
C 1.641 -2.575 3.928
C 0.451 -3.177 4.919
C -0.144 -2.199 6.093
C 0.440 -0.652 6.239
C 1.592 -0.041 5.240
C 0.525 0.409 -2.469
C 0.571 2.027 -2.048
O 1.693 2.739 -1.917
H -5.078 1.219 -3.834
H -4.370 2.510 -5.042
H -5.735 3.069 -3.868
H -5.924 3.516 -1.130
H -3.105 5.061 0.398
H -0.427 4.018 0.123
H -2.914 -1.089 -5.318
H -1.721 -2.245 -6.208
H -2.473 -3.899 -3.796
H -3.502 -3.789 -5.479
H -4.597 -1.440 -3.970
H -5.403 -3.163 -4.094
H 0.012 -3.828 -3.762
H 2.800 -4.144 -2.627
H 3.079 -3.138 -0.993
H 0.788 -5.073 -1.601
H 0.766 -3.949 -0.309
H 3.663 -1.040 -0.889
H 3.238 0.774 -1.168
H 2.535 1.118 1.032
H 1.085 -0.138 0.827
H 4.263 -0.777 3.531
H 2.047 -3.327 3.113
H 0.055 -4.284 4.755
H -0.978 -2.534 6.866
H 0.008 0.043 7.091
H 1.960 1.079 5.358
C 3.740 3.720 5.888
O 2.679 3.496 5.328
N 3.860 4.586 6.911
N 4.894 3.122 5.538
H 4.732 4.773 7.376
H 3.024 5.064 7.216
H 4.862 2.460 4.774
H 5.770 3.303 5.996
*
```

A structure of composition C29H31CrF9N3O7P2. Source: the Open Molecules 2025 dataset; level of theory: ωB97M-V/def2-TZVPD.

Computed properties:
energy above the lowest of the compared OMol25 structures with the same formula, charge and spin: 0.0 kcal/mol
frontier orbital gap (spin up / spin down): 0.3108 / 0.3099 hartree

Geometry as ORCA input:
```
! RIJCOSX wB97M-V def2-TZVPD def2/J DEFGRID3
* xyz 0 4
Cr 0.050 0.381 1.137
O -3.965 0.267 1.592
C -2.760 0.181 1.648
O -1.908 0.538 0.724
C -2.076 -0.434 2.856
C -2.665 -0.967 3.984
C -1.831 -1.551 4.935
C -0.454 -1.606 4.744
C 0.060 -1.040 3.592
N -0.759 -0.481 2.716
C 1.512 -1.002 3.131
O 2.364 -1.594 3.752
O 1.669 -0.319 2.032
H -3.739 -0.925 4.093
H -2.262 -1.978 5.832
H 0.219 -2.064 5.454
C 1.752 -2.582 0.196
P 0.118 -1.821 -0.092
C 0.289 -1.465 -1.894
N 0.012 -2.380 -2.780
C 0.396 -2.154 -4.064
C 0.079 -3.100 -5.067
C 0.538 -2.913 -6.338
C 1.334 -1.786 -6.661
C 1.646 -0.858 -5.711
C 1.165 -1.022 -4.391
N 1.421 -0.068 -3.458
C 0.931 -0.239 -2.263
P 1.058 1.132 -1.039
C 2.853 1.398 -0.950
C 0.395 2.663 -1.892
C 0.997 3.869 -1.167
C -1.138 2.631 -1.742
C 0.715 2.771 -3.383
C -1.097 -3.228 0.073
C -2.443 -2.781 -0.505
C -1.257 -3.568 1.559
C -0.613 -4.506 -0.627
H 1.997 -3.281 -0.602
H 1.745 -3.103 1.155
H 2.506 -1.802 0.274
H -0.519 -3.959 -4.793
H 0.301 -3.633 -7.109
H 1.692 -1.663 -7.674
H 2.241 0.017 -5.935
H 3.251 1.617 -1.942
H 3.328 0.498 -0.560
H 3.069 2.217 -0.265
H 0.973 3.756 -0.087
H 0.420 4.761 -1.415
H 2.026 4.032 -1.493
H -2.418 3.123 -0.361
H -1.978 1.010 -1.078
H -1.579 3.260 -2.527
H 1.773 2.623 -3.595
H 0.451 3.785 -3.694
H 0.147 2.066 -3.985
H -2.877 -1.952 0.055
H -3.142 -3.619 -0.451
H -2.359 -2.484 -1.549
H -1.613 -2.733 2.154
H -0.330 -3.944 1.998
H -2.003 -4.362 1.640
H -0.561 -4.392 -1.704
H -1.329 -5.299 -0.392
H 0.358 -4.833 -0.255
F -1.951 3.444 2.516
C -0.782 4.064 2.725
F -0.525 4.813 1.653
F -0.947 4.902 3.761
C 0.343 3.005 2.977
O 0.379 2.102 1.987
C 0.086 2.343 4.377
F 0.125 3.182 5.413
F -1.123 1.754 4.396
F 0.995 1.387 4.607
C 1.744 3.710 3.038
F 2.011 4.363 1.898
F 1.844 4.600 4.035
F 2.705 2.800 3.198
O -1.462 3.118 -0.482
O -1.615 1.310 -1.934
*
```

A structure of composition C29H31FeN7O7. Source: the Open Molecules 2025 dataset; level of theory: ωB97M-V/def2-TZVPD.

Computed properties:
energy above the lowest of the compared OMol25 structures with the same formula, charge and spin: 0.0 kcal/mol
frontier orbital gap (spin up / spin down): 0.2538 / 0.2537 hartree

Geometry as ORCA input:
```
! RIJCOSX wB97M-V def2-TZVPD def2/J DEFGRID3
* xyz 2 1
Fe 0.051 -0.422 0.484
C -5.147 -4.205 -2.310
C -3.961 -3.315 -2.071
C -3.464 -2.462 -3.023
C -2.382 -1.573 -2.796
C -2.087 -0.771 -3.931
N -1.547 0.409 -4.049
C -1.234 1.359 -2.989
C -1.254 2.791 -3.526
C -1.189 3.825 -2.391
N -0.180 3.406 -1.430
C 0.971 3.937 -1.169
C 1.988 3.219 -0.467
C 3.239 3.828 -0.266
C 4.338 3.128 0.189
C 5.672 3.783 0.415
C 4.174 1.751 0.355
C 2.954 1.096 0.197
C 2.937 -0.364 0.185
N 1.893 -1.097 0.225
C 2.057 -2.541 0.023
C 1.701 -3.386 1.251
C 0.477 -2.884 2.028
N -0.447 -2.217 1.104
C -1.380 -2.918 0.584
C -2.151 -2.558 -0.590
C -3.251 -3.357 -0.869
C -1.663 -1.601 -1.547
O -0.613 -0.890 -1.354
C 1.794 1.842 -0.147
O 0.624 1.304 -0.262
H -5.552 -4.061 -3.310
H -5.942 -3.997 -1.594
H -4.875 -5.256 -2.206
H -3.939 -2.442 -3.999
H -2.406 -1.184 -4.884
H -1.418 0.741 -4.996
H -0.265 1.097 -2.571
H -1.973 1.219 -2.201
H -2.164 2.975 -4.100
H -0.404 2.942 -4.196
H -2.145 3.890 -1.870
H -0.940 4.812 -2.778
H -0.277 2.472 -0.997
H 1.189 4.923 -1.572
H 3.343 4.882 -0.502
H 5.633 4.845 0.181
H 6.442 3.330 -0.209
H 5.987 3.682 1.454
H 5.049 1.153 0.594
H 3.912 -0.844 0.079
H 3.079 -2.763 -0.287
H 1.398 -2.800 -0.806
H 2.549 -3.447 1.934
H 1.514 -4.399 0.890
H 0.788 -2.169 2.784
H -0.013 -3.715 2.540
H -1.581 -3.907 1.002
H -3.549 -4.085 -0.121
O -1.439 -0.332 6.386
C -0.278 0.224 6.069
O 0.476 0.659 6.889
C 0.152 0.238 4.625
C 1.441 0.601 4.300
N 1.550 0.546 2.967
N 0.411 0.183 2.378
C -0.457 0.003 3.375
C -1.852 -0.418 3.121
O -2.496 -1.068 3.886
O -2.490 -0.028 1.960
H -1.906 -0.694 5.613
H 2.249 0.898 4.949
H 2.352 0.770 2.393
O -2.340 1.072 0.158
N -1.730 0.334 0.817
*
```

A cluster of 3 separate species, C29H31IN4O3 in total at a distorted geometry. Source: the Open Molecules 2025 dataset; level of theory: ωB97M-V/def2-TZVPD.

Computed properties:
frontier orbital gap: 0.2962 hartree
SMILES: CCCC1=C(I)C(=O)C(CN)=C(CCC(=O)Nc2ccccc2)C1=O.c1ccncc1.c1ccncc1

Geometry as ORCA input:
```
! RIJCOSX wB97M-V def2-TZVPD def2/J DEFGRID3
* xyz 0 1
C -4.149 0.290 0.977
C -4.826 1.494 0.127
C -3.901 2.841 0.134
C -2.869 2.645 -1.084
C -3.168 2.997 -2.441
I -5.086 3.878 -2.992
C -2.001 2.665 -3.510
O -1.762 3.413 -4.480
C -1.225 1.274 -3.227
C -0.889 0.400 -4.513
N -2.180 -0.075 -5.085
C -0.930 0.922 -1.880
C -0.215 -0.449 -1.510
C 1.056 -0.306 -0.538
C 1.306 -1.718 0.227
O 0.536 -2.147 1.124
N 2.523 -2.501 -0.125
C 2.142 -3.259 -1.358
C 1.482 -4.641 -1.145
C 1.059 -5.421 -2.427
C 1.295 -4.812 -3.832
C 1.963 -3.423 -3.997
C 2.395 -2.596 -2.742
C -1.419 1.997 -0.776
O -0.738 2.343 0.215
H -3.678 -0.516 0.295
H -4.935 -0.215 1.636
H -3.285 0.750 1.560
H -4.841 1.128 -0.968
H -5.909 1.701 0.412
H -4.595 3.740 -0.059
H -3.379 2.907 1.153
H -0.098 -0.408 -4.362
H -0.447 1.132 -5.294
H -2.702 -0.675 -4.434
H -2.054 -0.547 -5.989
H -0.991 -1.079 -0.925
H 0.103 -1.087 -2.396
H 0.943 0.471 0.288
H 2.014 -0.076 -1.140
H 3.209 -1.775 -0.427
H 1.329 -5.013 -0.081
H 0.568 -6.450 -2.294
H 0.970 -5.360 -4.776
H 2.136 -2.943 -5.015
H 2.871 -1.564 -2.789
N -2.875 1.330 4.222
C -3.046 0.414 5.189
C -2.213 0.289 6.289
C -1.136 1.157 6.398
C -0.934 2.111 5.412
C -1.826 2.157 4.353
H -3.900 -0.243 5.058
H -2.401 -0.467 7.041
H -0.460 1.089 7.244
H -0.103 2.804 5.465
H -1.712 2.889 3.559
N 4.740 0.682 0.573
C 4.562 -0.230 1.542
C 5.380 -0.345 2.653
C 6.451 0.530 2.772
C 6.660 1.481 1.784
C 5.782 1.517 0.713
H 3.714 -0.892 1.402
H 5.187 -1.099 3.406
H 7.115 0.471 3.627
H 7.486 2.179 1.845
H 5.902 2.245 -0.083
*
```